{"formula": "C3H13NO3", "method": "ωB97M-V/def2-TZVPD", "elements": ["C", "C", "N", "C", "H", "H", "H", "H", "H", "H", "H", "O", "H", "H", "O", "H", "H", "O", "H", "H"], "xyz": [[-2.26, -0.28, 0.58], [-1.66, -1.00, 1.53], [-0.33, -1.29, 1.47], [0.55, -1.70, 2.58], [-1.82, 0.17, -0.28], [-3.21, 0.20, 0.74], [-2.22, -1.36, 2.31], [0.07, -1.56, 0.57], [1.35, -0.84, 2.75], [0.13, -1.81, 3.59], [1.08, -2.56, 2.28], [2.68, 4.29, -2.48], [3.30, 4.41, -1.80], [2.38, 3.37, -2.64], [-2.64, 1.42, -3.43], [-2.00, 1.19, -2.76], [-3.32, 2.03, -3.04], [2.27, -1.57, -0.58], [2.82, -2.27, -0.88], [2.84, -0.83, -0.50]], "nbo_charge": [-0.521, 0.025, -0.636, -0.399, 0.176, 0.195, 0.183, 0.402, 0.170, 0.205, 0.196, -0.958, 0.476, 0.482, -0.947, 0.472, 0.476, -0.939, 0.471, 0.471], "e_lumo_ev": 0.234, "e_above_lowest_kj_mol": 222.7, "smiles": "C=CNC.O.O.O", "homo_lumo_gap_ev": 7.8604, "e_homo_ha": -0.2803}

{"formula": "C3H13NO3", "method": "ωB97M-V/def2-TZVPD", "elements": ["C", "C", "N", "C", "H", "H", "H", "H", "H", "H", "H", "O", "H", "H", "O", "H", "H", "O", "H", "H"], "xyz": [[2.74, -1.72, -1.17], [2.43, -0.83, -2.12], [1.96, -0.98, -3.42], [0.67, -0.34, -3.79], [2.66, -2.79, -1.31], [3.28, -1.31, -0.31], [2.27, 0.22, -1.80], [2.66, -1.36, -4.04], [0.73, 0.74, -3.97], [0.10, -0.78, -2.99], [0.32, -0.71, -4.75], [0.26, 4.57, 2.24], [0.66, 5.42, 2.04], [-0.24, 4.40, 1.43], [-5.16, -0.34, 5.00], [-5.70, 0.45, 4.91], [-4.26, -0.05, 5.22], [-1.77, -1.44, 3.37], [-1.76, -2.28, 2.86], [-1.85, -0.87, 2.61]], "nbo_charge": [-0.464, 0.009, -0.679, -0.416, 0.198, 0.207, 0.146, 0.393, 0.187, 0.213, 0.207, -0.930, 0.466, 0.465, -0.942, 0.466, 0.476, -0.926, 0.464, 0.462], "e_lumo_ev": 0.584, "e_above_lowest_kj_mol": 231.1, "smiles": "C=CNC.O.O.O", "homo_lumo_gap_ev": 8.8128, "e_homo_ha": -0.3024}

{"formula": "C3H13NO3", "method": "ωB97M-V/def2-TZVPD", "elements": ["N", "C", "C", "C", "O", "H", "H", "H", "H", "H", "H", "H", "H", "H", "O", "H", "H", "O", "H", "H"], "xyz": [[3.03, 1.55, 0.82], [2.08, 0.46, 1.05], [0.68, 0.70, 0.47], [-0.05, -0.61, 0.27], [-1.25, -0.52, -0.49], [2.87, 1.98, -0.09], [2.87, 2.27, 1.50], [2.07, 0.28, 2.11], [2.48, -0.49, 0.67], [0.17, 1.35, 1.19], [0.78, 1.21, -0.49], [0.65, -1.23, -0.31], [-0.18, -1.10, 1.23], [-1.21, -1.29, -1.07], [-2.67, 3.20, -0.86], [-2.31, 3.13, 0.03], [-3.05, 2.32, -0.98], [-1.09, -4.45, -0.95], [-0.60, -4.80, -0.20], [-1.28, -3.52, -0.84]], "nbo_charge": [-0.818, -0.213, -0.436, -0.060, -0.716, 0.350, 0.351, 0.190, 0.173, 0.197, 0.207, 0.154, 0.158, 0.463, -0.934, 0.464, 0.471, -0.939, 0.477, 0.463], "e_lumo_ev": 0.423, "e_above_lowest_kj_mol": 103.7, "smiles": "NCCCO.O.O", "homo_lumo_gap_ev": 9.9838, "e_homo_ha": -0.3514}

{"formula": "C3H13NO3S", "method": "ωB97M-V/def2-TZVPD", "elements": ["C", "C", "S", "N", "C", "O", "H", "H", "H", "H", "H", "H", "H", "H", "H", "H", "H", "O", "H", "H", "O"], "xyz": [[-1.72, 0.10, 0.37], [-1.01, 1.43, 0.29], [-1.24, 2.37, 1.85], [-1.48, -0.71, -0.82], [-0.67, -1.91, -0.64], [0.72, -1.61, -0.52], [-2.79, 0.27, 0.52], [-1.33, -0.48, 1.21], [0.07, 1.42, 0.23], [-1.36, 2.02, -0.56], [-2.44, 1.91, 2.30], [-0.96, -0.22, -1.53], [-0.70, -2.54, -1.54], [-1.04, -2.62, 0.10], [0.82, -0.91, 0.13], [3.11, 0.51, 1.88], [2.52, 1.88, 2.17], [2.35, 1.08, 1.70], [2.16, -0.08, -1.96], [2.27, -1.40, -2.59], [2.71, -0.53, -2.61]], "mulliken_spin": [-0.019, 0.010, 0.357, 0.530, -0.028, 0.082, 0.038, 0.018, 0.005, 0.014, -0.005, -0.012, 0.018, 0.002, -0.009, 0.000, 0.000, -0.001, 0.000, 0.000, 0.000], "e_lumo_ev": [-2.981, -9.140], "e_above_lowest_kj_mol": 126.1, "s_squared": 0.7590, "spin_multiplicity": 2, "homo_lumo_gap_ev": [11.1140, 4.3074], "e_homo_ha": [-0.5180, -0.4942], "charge": 1}

{"formula": "C3H13NO4", "method": "ωB97M-V/def2-TZVPD", "elements": ["C", "C", "N", "C", "H", "H", "H", "H", "H", "O", "H", "H", "O", "H", "H", "O", "H", "H", "O", "H", "H"], "xyz": [[-0.15, -0.44, 2.27], [0.84, -0.38, 1.43], [1.07, 0.91, 0.74], [2.04, 1.67, 1.13], [-0.81, 0.46, 2.36], [-0.46, -1.28, 2.78], [1.59, -1.19, 1.18], [2.34, 2.54, 0.58], [2.54, 1.56, 2.14], [-2.31, 1.49, 0.12], [-2.27, 2.47, 0.07], [-1.37, 1.34, 0.47], [0.63, 0.17, -1.92], [1.11, -0.66, -1.65], [0.89, 0.93, -1.39], [0.73, -2.40, -1.70], [-0.10, -2.14, -1.33], [0.77, -2.33, -2.62], [-2.04, -0.84, -0.86], [-1.51, -0.29, -1.45], [-2.61, -0.25, -0.41]], "nbo_charge": [-0.415, -0.053, -0.471, -0.019, 0.193, 0.211, 0.225, 0.175, 0.156, -0.962, 0.477, 0.489, -1.007, 0.491, 0.486, -0.955, 0.506, 0.480, -0.984, 0.490, 0.487], "e_lumo_ev": 0.363, "e_above_lowest_kj_mol": 311.8, "smiles": "C=CN=C.O.O.O.O", "homo_lumo_gap_ev": 9.9636, "e_homo_ha": -0.3528}

{"formula": "C3H13NO4", "method": "ωB97M-V/def2-TZVPD", "elements": ["C", "C", "C", "N", "O", "H", "H", "H", "H", "H", "H", "H", "O", "H", "H", "O", "H", "H", "O", "H", "H"], "xyz": [[1.35, 1.12, -2.48], [1.06, 0.34, -1.19], [0.76, -1.09, -1.54], [1.77, -2.03, -1.63], [-0.39, -1.43, -1.74], [0.47, 1.05, -3.13], [1.34, 2.20, -2.35], [2.18, 0.88, -3.14], [0.20, 0.84, -0.76], [1.88, 0.50, -0.49], [2.59, -1.81, -2.17], [1.41, -2.95, -1.71], [0.56, 0.48, 3.79], [1.22, 0.40, 3.13], [-0.14, 1.04, 3.46], [-2.40, 1.50, 2.26], [-2.57, 1.80, 3.15], [-2.91, 0.70, 2.02], [-3.07, -1.06, 1.42], [-2.33, -1.05, 0.80], [-2.98, -1.42, 2.29]], "nbo_charge": [-0.614, -0.506, 0.679, -0.841, -0.607, 0.217, 0.220, 0.207, 0.242, 0.215, 0.391, 0.396, -0.948, 0.466, 0.481, -0.991, 0.468, 0.500, -0.978, 0.508, 0.494], "e_lumo_ev": 0.568, "e_above_lowest_kj_mol": 108.0, "smiles": "CCC(N)=O.O.O.O", "homo_lumo_gap_ev": 10.5468, "e_homo_ha": -0.3667}

{"formula": "C3H13NO4", "method": "ωB97M-V/def2-TZVPD", "elements": ["O", "C", "C", "C", "N", "H", "H", "H", "H", "H", "H", "H", "H", "H", "O", "H", "H", "O", "H", "H", "O"], "xyz": [[-1.03, -0.37, -1.86], [-0.30, -0.22, -0.70], [-0.63, 1.06, 0.17], [0.49, 1.00, 1.19], [-1.94, 0.87, 0.72], [0.75, -0.09, -1.11], [-0.20, -1.20, -0.04], [0.20, 1.47, 2.15], [1.52, 1.14, 0.71], [0.60, 0.02, 1.51], [-2.14, 1.20, 1.63], [-2.57, 0.04, 0.40], [4.03, 0.24, -0.89], [-0.53, 1.95, -0.49], [2.02, -1.39, 0.08], [-3.66, -1.61, -0.74], [-2.05, -0.96, -1.40], [-2.81, -1.29, -0.47], [2.42, -2.25, 0.09], [2.67, -0.24, -0.37], [3.17, 0.60, -0.59]], "nbo_charge": [-0.444, -0.110, -0.015, -0.673, -0.653, 0.325, 0.285, 0.228, 0.289, 0.248, 0.382, 0.463, 0.462, 0.272, -0.897, 0.478, 0.500, -1.069, 0.455, 0.472, -0.997], "e_lumo_ev": -4.931, "e_above_lowest_kj_mol": 933.6, "homo_lumo_gap_ev": 4.4442, "e_homo_ha": -0.3445}

{"formula": "C3H13O3S", "method": "ωB97M-V/def2-TZVPD", "elements": ["C", "C", "C", "S", "H", "H", "H", "H", "H", "H", "H", "H", "H", "O", "H", "H", "O", "H", "H", "O"], "xyz": [[1.27, -2.12, -1.86], [1.80, -0.71, -1.82], [0.84, 0.20, -1.04], [0.91, -0.09, 0.72], [0.23, -2.07, -2.17], [1.45, -2.61, -0.92], [1.77, -2.71, -2.62], [2.79, -0.55, -1.38], [1.81, -0.27, -2.82], [-0.13, 0.18, -1.53], [1.20, 1.23, -1.08], [-3.59, 0.13, 3.28], [-4.96, -0.58, 3.21], [-4.49, 0.15, 3.61], [-0.83, -0.04, 2.94], [-1.51, -1.27, 2.47], [-1.68, -0.49, 3.02], [0.88, 2.34, -3.21], [2.24, 2.37, -3.91], [1.43, 2.87, -3.79]], "mulliken_spin": [0.015, -0.001, -0.031, 0.984, -0.004, -0.009, 0.000, -0.002, 0.005, -0.011, 0.053, 0.000, 0.000, 0.000, 0.000, -0.001, 0.001, 0.001, 0.000, 0.001], "e_lumo_ev": [0.490, -2.497], "e_above_lowest_kj_mol": 20.5, "s_squared": 0.7527, "spin_multiplicity": 2, "homo_lumo_gap_ev": [10.3910, 7.0166], "e_homo_ha": [-0.3638, -0.3496]}

Repeat the first record exactly.
{"formula": "C3H13NO3", "method": "ωB97M-V/def2-TZVPD", "elements": ["C", "C", "N", "C", "H", "H", "H", "H", "H", "H", "H", "O", "H", "H", "O", "H", "H", "O", "H", "H"], "xyz": [[-2.26, -0.28, 0.58], [-1.66, -1.00, 1.53], [-0.33, -1.29, 1.47], [0.55, -1.70, 2.58], [-1.82, 0.17, -0.28], [-3.21, 0.20, 0.74], [-2.22, -1.36, 2.31], [0.07, -1.56, 0.57], [1.35, -0.84, 2.75], [0.13, -1.81, 3.59], [1.08, -2.56, 2.28], [2.68, 4.29, -2.48], [3.30, 4.41, -1.80], [2.38, 3.37, -2.64], [-2.64, 1.42, -3.43], [-2.00, 1.19, -2.76], [-3.32, 2.03, -3.04], [2.27, -1.57, -0.58], [2.82, -2.27, -0.88], [2.84, -0.83, -0.50]], "nbo_charge": [-0.521, 0.025, -0.636, -0.399, 0.176, 0.195, 0.183, 0.402, 0.170, 0.205, 0.196, -0.958, 0.476, 0.482, -0.947, 0.472, 0.476, -0.939, 0.471, 0.471], "e_lumo_ev": 0.234, "e_above_lowest_kj_mol": 222.7, "smiles": "C=CNC.O.O.O", "homo_lumo_gap_ev": 7.8604, "e_homo_ha": -0.2803}